(1)
Formula: C26H35F3O6
Source: the Open Molecules 2025 dataset
Level of theory: wB97M-V/def2-TZVPD

Each line ends with the Löwdin charge.
Element x y z (Å)
C  1.7255  -3.1609  -3.4434  -0.03
C  1.4618  -2.0408  -2.4472  -0.38
C  0.6308  -0.9173  -3.0571  -0.02
H  -0.3291  -1.3088  -3.3846  0.08
H  1.1540  -0.5031  -3.9137  0.09
H  0.4630  -0.1188  -2.3378  0.07
H  2.4075  -1.6439  -2.0573  0.14
O  0.7329  -2.6175  -1.3445  0.04
C  0.9954  -2.2268  -0.1119  -0.45
O  1.8480  -1.4114  0.1765  0.06
C  0.0730  -2.9035  0.8724  -0.08
H  -0.5736  -2.1313  1.2990  0.11
H  -0.5420  -3.6102  0.3145  0.13
C  0.7964  -3.6150  2.0235  -0.18
H  1.5945  -4.2418  1.6205  0.12
H  0.0739  -4.2705  2.5153  0.11
C  1.3781  -2.6453  3.0532  -0.19
C  0.3171  -1.7888  3.6818  -0.12
C  0.4642  -0.5471  4.1210  -0.11
C  1.7352  0.2425  4.0897  -0.12
C  1.7530  1.3575  3.0265  -0.20
H  1.5195  2.3222  3.4863  0.15
C  0.8033  1.1421  1.8412  -0.22
C  -0.6100  1.5489  2.0770  -0.04
C  -1.6529  0.8588  1.6481  -0.03
C  -3.0869  1.3201  1.6939  -0.35
O  -3.2683  2.5619  2.3132  -0.01
H  -2.8173  3.2207  1.7705  0.10
H  -3.6996  0.6096  2.2624  0.16
C  -3.5958  1.3560  0.2336  -0.13
H  -4.6278  1.7250  0.1986  0.14
H  -3.5510  0.3483  -0.1874  0.12
O  -2.7440  2.2508  -0.4640  -0.04
C  -2.3738  1.9979  -1.7386  -0.24
C  -1.2776  2.7255  -2.2123  0.01
C  -0.8196  2.5502  -3.4991  -0.06
C  -1.4372  1.6455  -4.3494  -0.03
C  -2.5313  0.9359  -3.8837  -0.13
C  -3.0101  1.1010  -2.5895  0.06
H  -3.8792  0.5435  -2.2769  0.12
C  -3.2005  -0.0776  -4.7650  -0.58
F  -4.5267  -0.1536  -4.5685  0.14
F  -2.7261  -1.3251  -4.5401  0.13
F  -3.0212  0.1521  -6.0725  0.14
H  -1.0824  1.4979  -5.3566  0.12
H  0.0329  3.1128  -3.8439  0.11
H  -0.7948  3.4160  -1.5410  0.12
H  -1.5143  -0.0923  1.1516  0.11
H  -0.7533  2.4991  2.5750  0.13
H  0.8260  0.0905  1.5480  0.12
C  1.4057  1.9754  0.6719  -0.31
C  2.8469  2.3248  1.1030  -0.05
H  2.9276  3.3833  1.3452  0.12
H  3.5515  2.1007  0.3022  0.13
C  3.1372  1.4742  2.3453  -0.34
O  3.7000  0.2295  2.0233  -0.02
H  3.1059  -0.2408  1.4202  0.06
H  3.8702  1.9475  3.0050  0.15
O  1.3367  1.3013  -0.5567  -0.03
H  1.7479  0.4298  -0.4403  0.06
H  0.8228  2.8889  0.5160  0.14
H  1.8896  0.6940  5.0721  0.12
H  2.5782  -0.4216  3.8982  0.10
H  -0.3888  -0.0345  4.5461  0.11
H  -0.6473  -2.2705  3.7925  0.11
H  1.8712  -3.2319  3.8356  0.12
H  2.1396  -2.0310  2.5763  0.09
H  2.3018  -2.7778  -4.2801  0.09
H  2.2817  -3.9670  -2.9714  0.08
H  0.7821  -3.5548  -3.8118  0.09

Atomic forces in eV per Å
C -0.09 0.15 0.44
C 0.41 0.38 -0.54
C 0.13 -0.27 0.38
H -0.11 -0.02 -0.08
H 0.06 0.07 -0.13
H -0.05 0.11 0.03
H -0.20 -0.12 -0.07
O -0.16 -0.23 -0.21
C -0.35 -0.10 0.30
O 0.28 0.02 -0.01
C 0.09 -0.19 0.00
H -0.03 0.03 -0.09
H -0.03 0.11 0.06
C 0.10 0.26 -0.06
H -0.04 -0.09 0.03
H 0.02 -0.04 -0.03
C 0.04 -0.12 0.04
C 0.06 -0.09 0.02
C 0.04 0.08 0.21
C -0.01 0.04 0.00
C 0.24 -0.29 -0.17
H 0.01 0.07 -0.01
C 0.06 0.32 -0.06
C -0.06 -0.31 -0.09
C -0.29 0.22 0.23
C 0.03 -0.27 -0.60
O 0.00 0.38 0.12
H 0.00 0.03 0.03
H 0.03 0.03 -0.14
C -0.14 -0.16 0.47
H 0.12 -0.07 -0.02
H 0.04 0.04 -0.03
O -0.10 0.13 0.13
C 0.21 -0.01 -0.45
C -0.17 -0.09 0.14
C -0.04 -0.03 0.05
C -0.22 -0.15 -0.03
C 0.08 0.08 -0.12
C -0.02 0.05 0.18
H -0.06 -0.01 0.05
C -0.06 -0.33 -0.15
F -0.14 0.15 0.17
F 0.13 -0.06 0.13
F 0.14 0.22 -0.11
H 0.03 -0.01 -0.10
H 0.11 0.07 -0.02
H 0.08 0.08 0.11
H 0.15 -0.18 -0.07
H -0.12 0.18 0.09
H 0.01 0.05 -0.01
C 0.16 0.25 0.32
C -0.03 -0.23 0.14
H 0.01 0.08 0.03
H 0.03 0.08 0.00
C -0.11 0.83 0.20
O 0.00 -0.53 -0.30
H 0.10 -0.10 0.02
H -0.08 -0.01 -0.03
O 0.01 -0.34 -0.43
H -0.13 0.09 -0.09
H 0.03 -0.06 0.10
H 0.06 -0.05 0.03
H -0.03 0.06 0.06
H -0.18 -0.06 0.04
H -0.22 0.01 0.04
H 0.07 0.00 -0.04
H 0.07 -0.01 0.08
H 0.05 0.04 -0.10
H 0.07 -0.09 0.00
H -0.09 -0.06 -0.09

The calculation puts the frontier orbital gap at 9.54 eV. The energy relative to the best compared isomer or geometry (same formula, charge and spin) is 0.0 kJ/mol. The LUMO energy comes out at 0.62 eV. The value obtained for the HOMO energy is -8.9 eV.

***

(2)
Formula: C26H35F5NO3PSSi
Source: the Open Molecules 2025 dataset
Level of theory: wB97M-V/def2-TZVPD

Each line ends with the Löwdin charge.
Element x y z (Å)
C  5.3463  4.3435  0.3802  -0.09
C  5.0117  3.6340  -0.9401  -0.22
C  4.3030  2.3062  -0.7602  -0.28
O  2.8802  2.4916  -0.8765  -0.21
Si  1.8538  1.2567  -0.5268  0.35
N  1.6857  1.1273  1.1835  0.00
C  0.2666  1.6356  -1.4774  -0.23
C  -1.0023  1.2853  -0.7074  -0.23
C  -2.2766  1.8511  -1.3678  -0.06
C  -3.0026  2.8402  -0.4892  -0.44
F  -2.1196  3.5970  0.2180  0.11
F  -3.7453  3.7007  -1.2489  0.11
C  -3.9918  2.2002  0.4974  -0.51
F  -4.9891  1.5918  -0.1769  0.16
F  -4.5272  3.1365  1.3285  0.15
F  -3.3632  1.2716  1.2553  0.14
P  2.5383  -0.7690  -1.2490  0.11
O  1.3625  -1.7786  -0.7772  -0.27
O  2.4911  -0.8055  -2.8575  -0.22
S  4.2119  -1.3945  -0.5068  0.27
H  4.6144  5.1022  0.6203  0.06
H  5.3703  3.6418  1.2022  0.07
H  6.3176  4.8100  0.3028  0.06
H  4.3998  4.2641  -1.5694  0.11
H  5.9439  3.4236  -1.4478  0.10
H  4.5452  1.8623  0.1990  0.10
H  4.6353  1.6044  -1.5199  0.09
H  1.0966  1.8349  1.5966  0.01
H  1.4236  0.2177  1.5288  0.04
H  0.2699  2.6946  -1.7150  0.08
H  0.2808  1.0839  -2.4128  0.08
H  -1.1159  0.2084  -0.6655  0.10
H  -0.9401  1.6304  0.3132  0.08
H  -2.0518  2.3817  -2.2833  0.13
H  -2.9476  1.0496  -1.6441  0.13
H  1.7157  -2.1250  0.0477  0.04
H  2.7369  0.0682  -3.1740  0.06
C  0.2526  -4.9405  -1.4333  -0.11
C  -0.1884  -6.2327  -1.1846  -0.09
C  0.0884  -7.2436  -2.0939  -0.10
C  0.8076  -6.9621  -3.2483  -0.10
C  1.2467  -5.6692  -3.4954  -0.09
C  0.9661  -4.6594  -2.5863  -0.08
H  0.0388  -4.1495  -0.7291  0.07
H  -0.7480  -6.4504  -0.2840  0.10
H  -0.2568  -8.2515  -1.9040  0.10
H  1.0248  -7.7517  -3.9556  0.10
H  1.8065  -5.4487  -4.3946  0.10
H  1.2930  -3.6443  -2.7684  0.09
C  0.1330  3.2563  5.5110  -0.09
C  1.1163  4.0704  4.9667  -0.09
C  1.0824  4.3934  3.6182  -0.09
C  0.0609  3.9061  2.8149  -0.11
C  -0.9241  3.0936  3.3598  -0.09
C  -0.8865  2.7664  4.7076  -0.09
H  0.1613  3.0036  6.5626  0.10
H  1.9101  4.4530  5.5942  0.10
H  1.8518  5.0239  3.1924  0.10
H  0.0287  4.1643  1.7627  0.10
H  -1.7226  2.7178  2.7333  0.08
H  -1.6529  2.1312  5.1318  0.10
C  -4.6206  -2.6675  0.8566  -0.10
C  -3.3013  -2.2929  0.6455  -0.10
C  -2.5732  -2.8657  -0.3881  -0.10
C  -3.1658  -3.8092  -1.2173  -0.09
C  -4.4859  -4.1804  -1.0067  -0.09
C  -5.2120  -3.6128  0.0313  -0.10
H  -5.1876  -2.2228  1.6638  0.10
H  -2.8400  -1.5534  1.2883  0.09
H  -1.5430  -2.5740  -0.5495  0.08
H  -2.5982  -4.2524  -2.0250  0.10
H  -4.9500  -4.9135  -1.6533  0.10
H  -6.2403  -3.9065  0.1962  0.10

Atomic forces in eV per Å
C -0.25 -0.04 -0.43
C 0.20 -0.26 0.71
C -0.14 0.33 -0.22
O 0.07 -0.55 -0.24
Si -0.59 0.84 0.16
N 0.06 -0.33 -0.70
C 0.26 -0.10 0.55
C -0.32 -0.15 -0.48
C 0.23 -0.04 0.28
C -0.24 0.20 -0.38
F -0.19 0.05 0.05
F 0.15 -0.15 0.17
C -0.56 0.16 0.66
F 0.57 0.37 0.52
F 0.42 -0.94 -0.73
F -0.35 0.44 -0.29
P 1.33 -0.40 0.72
O -0.41 0.51 -0.67
O -0.66 -0.16 0.24
S -0.06 0.20 0.03
H -0.17 0.23 0.12
H 0.09 -0.21 0.25
H 0.22 0.27 0.12
H -0.06 0.16 -0.34
H 0.22 0.03 -0.31
H 0.01 -0.12 0.28
H -0.04 -0.16 -0.22
H -0.01 0.14 0.33
H 0.01 -0.08 0.29
H 0.08 0.29 -0.11
H -0.01 0.00 -0.33
H 0.10 -0.30 0.15
H 0.07 0.08 0.31
H 0.18 0.20 -0.22
H -0.33 -0.14 -0.01
H 0.01 -0.58 0.26
H 0.08 0.17 -0.42
C -0.02 -0.10 0.05
C 0.00 -0.02 0.01
C 0.00 0.00 -0.01
C -0.01 0.00 0.01
C -0.02 -0.03 -0.01
C 0.02 0.15 -0.05
H -0.01 0.01 0.03
H -0.02 0.00 0.01
H 0.00 -0.02 0.00
H 0.00 -0.01 -0.01
H 0.01 0.00 -0.01
H 0.07 -0.01 -0.05
C 0.00 0.00 0.01
C 0.01 0.00 0.01
C 0.04 0.00 -0.02
C -0.01 0.00 -0.06
C -0.02 -0.04 -0.07
C 0.01 -0.02 0.02
H 0.00 0.00 0.02
H 0.02 0.00 0.01
H 0.01 0.01 -0.01
H -0.02 0.03 0.00
H -0.02 0.01 0.01
H -0.02 0.00 0.01
C -0.02 0.01 0.02
C 0.03 0.03 0.01
C -0.02 0.04 -0.01
C 0.02 0.03 -0.01
C -0.01 -0.01 0.00
C -0.01 0.00 -0.01
H -0.01 0.01 0.01
H 0.00 0.01 0.01
H 0.02 0.02 -0.03
H 0.03 -0.02 0.01
H -0.01 -0.02 -0.01
H -0.02 0.00 0.00

The calculation puts the frontier orbital gap at 9.19 eV. The LUMO energy comes out at 0.30 eV. The value obtained for the HOMO energy is -8.9 eV.

***

(3)
Formula: C26H35IrN6O4P
Source: the Open Molecules 2025 dataset
Level of theory: wB97M-V/def2-TZVPD

Each line ends with the Löwdin charge.
Element x y z (Å)
Ir  -0.8177  3.0607  0.5100  1.52
C  -2.9689  -1.8946  -1.1542  -0.02
O  -2.4849  -0.8149  -0.2556  -0.08
C  -3.4635  0.0403  0.1871  -0.20
C  -4.8097  -0.2048  0.2689  -0.03
C  -5.7204  0.7222  0.7025  -0.03
C  -5.3094  2.0271  0.9089  -0.02
C  -3.9816  2.3857  0.7729  -0.14
C  -3.5874  3.7874  0.8558  -0.05
N  -2.3313  4.2293  0.6658  -0.26
N  -2.0558  5.5518  0.5836  0.14
C  -0.7658  5.7705  0.3120  -0.39
O  0.0871  4.8194  0.4290  -0.17
C  -0.3701  7.1149  -0.2204  -0.17
C  0.8371  7.1928  -0.8754  -0.03
C  1.2293  8.4060  -1.3703  -0.04
C  0.2896  9.4742  -1.3449  -0.03
C  -0.8727  9.3783  -0.5760  -0.05
C  -1.2407  8.1710  0.0181  0.00
C  -2.9953  1.3352  0.6391  -0.24
O  -1.7006  1.3849  0.8869  -0.18
H  -2.1225  -2.5951  -1.1628  0.07
H  -3.1359  -1.4520  -2.1745  0.12
H  -3.8438  -2.4222  -0.7343  0.08
H  -5.1797  -1.2198  0.0644  0.12
H  -6.7252  0.3455  0.8606  0.13
H  -5.9616  2.7941  1.2339  0.12
H  -4.2985  4.5902  0.9042  0.12
H  1.4110  6.2833  -0.9965  0.12
H  2.1692  8.5702  -1.8042  0.10
H  0.5497  10.3917  -1.8677  0.11
H  -1.5453  10.1986  -0.5545  0.10
H  -2.1936  7.9605  0.5373  0.13
C  0.8119  -6.4286  1.9052  -0.09
N  0.5161  -5.3568  0.9308  -0.31
C  -0.9168  -5.2092  0.6438  -0.08
P  1.5633  -4.1047  0.4525  0.59
O  1.2259  -2.6928  0.8214  -0.26
N  1.5576  -4.2166  -1.2407  -0.13
C  1.4021  -5.5039  -1.9464  -0.04
C  1.6394  -3.0575  -2.1243  -0.03
N  3.1422  -4.4770  0.9034  -0.28
C  3.6952  -3.7556  2.0352  -0.08
C  4.2091  -5.0000  0.0513  -0.07
H  0.5134  -7.4253  1.5032  0.10
H  0.2240  -6.2283  2.8380  0.10
H  1.9229  -6.5088  2.2204  0.11
H  -1.2273  -5.5482  -0.3468  0.08
H  -1.1757  -4.1492  0.7645  0.08
H  -1.4200  -5.8180  1.3586  0.08
H  1.3642  -6.2815  -1.1836  0.09
H  2.2151  -5.7619  -2.6663  0.13
H  0.4629  -5.5361  -2.4745  0.11
H  0.8855  -2.2844  -1.8687  0.11
H  1.4144  -3.3029  -3.1475  0.10
H  2.6271  -2.5778  -2.0674  0.11
H  2.9525  -3.3304  2.7074  0.09
H  4.2554  -2.9127  1.5839  0.10
H  4.3731  -4.4010  2.5870  0.10
H  4.6701  -4.1608  -0.5376  0.11
H  3.8514  -5.7681  -0.6303  0.08
H  4.9497  -5.4800  0.7238  0.11
C  2.7307  0.1630  -0.1524  -0.03
C  2.3940  0.5880  1.1488  -0.02
C  1.5139  1.6319  1.2755  -0.11
N  0.9394  2.1286  0.2008  -0.17
C  1.3529  1.9023  -1.0576  -0.08
C  2.2552  0.8882  -1.2675  -0.03
H  3.4152  -0.7075  -0.3148  0.12
H  2.8004  0.0619  1.9961  0.12
H  1.2789  2.1367  2.1974  0.13
H  0.8820  2.4645  -1.8629  0.13
H  2.6417  0.6382  -2.2090  0.10

Atomic forces in eV per Å
Ir 1.62 -0.47 0.51
C 0.72 0.84 0.43
O -1.58 -0.59 -0.40
C 1.42 1.43 0.40
C -0.28 -2.34 -0.60
C -0.18 0.56 0.24
C -0.60 -0.62 0.01
C 2.62 2.07 0.45
C -3.53 -1.59 0.29
N 2.62 1.91 0.04
N -1.35 -1.21 -0.25
C -0.50 1.72 -0.41
O 0.52 -0.53 -0.60
C -1.22 -2.27 1.81
C 0.54 -0.04 -0.05
C -1.93 1.09 -0.05
C 0.93 -0.57 0.82
C -0.08 -0.61 -0.58
C 0.13 0.25 -0.65
C -1.46 -2.19 -0.92
O 0.33 1.37 -0.65
H -0.31 0.21 -0.20
H -0.09 -0.57 1.04
H 0.41 0.40 -0.41
H 0.17 0.59 0.02
H -0.05 0.56 0.00
H -0.83 0.51 0.08
H -0.61 -0.07 0.16
H 0.23 0.18 0.12
H 1.08 0.01 -0.75
H -0.17 -0.07 0.23
H -0.41 0.69 0.15
H 0.78 0.54 -0.30
C 1.20 -0.49 0.90
N 1.69 0.95 -0.63
C 0.50 0.99 -0.26
P -0.68 0.40 2.98
O 0.00 -1.70 -0.65
N 0.14 -0.65 -2.70
C 0.95 -0.53 0.94
C -0.50 0.92 0.53
N -1.11 -0.82 -0.46
C 0.22 1.41 -0.42
C 0.26 0.04 -0.06
H 0.16 0.77 0.20
H 0.51 -0.22 -0.74
H -1.80 0.41 -0.78
H 0.28 -0.07 -0.11
H -0.30 -0.28 0.03
H -0.66 -0.17 0.54
H -0.01 -0.05 -0.12
H -0.41 0.75 0.45
H -0.48 0.29 -0.31
H 0.45 -0.38 0.48
H 0.21 -0.61 -0.32
H -0.13 -0.19 0.14
H -0.14 -0.23 -0.16
H 0.11 -0.19 0.67
H 0.04 -0.09 0.00
H -0.12 -0.79 0.54
H -0.09 0.04 -0.07
H -0.25 0.41 -0.60
C 0.04 0.18 0.08
C 0.70 -1.03 -1.05
C 0.67 -0.49 0.09
N -0.17 1.02 -1.12
C -0.20 -0.88 0.42
C 0.56 -0.51 1.76
H -0.69 0.98 0.28
H 0.04 0.16 0.21
H -0.24 -0.34 0.37
H 0.08 -0.09 0.27
H 0.21 -0.11 -1.32

The calculation puts the frontier orbital gap (alpha / beta) at 5.31 / 2.58 eV. The LUMO energy (alpha / beta) comes out at -4.85 / -9.65 eV. The net charge is +2. The value obtained for the HOMO energy (alpha / beta) is -10.2 / -12.2 eV. Its spin multiplicity is 6.